Record 1
Density functional theory data (ωB97M-V/def2-TZVPD) for a molecular structure, C13H33CuO16P3 at a distorted geometry.

The geometry in ORCA input format:
```
! wB97M-V def2-TZVPD RIJCOSX def2/J DEFGRID3
* xyz 0 2
Cu 10.205 3.151 6.783
C 13.569 4.179 4.682
C 12.319 3.779 5.425
O 12.368 3.596 6.676
O 11.254 3.546 4.811
H 14.297 3.373 4.763
H 13.991 5.066 5.158
H 13.350 4.396 3.641
C 6.125 2.383 6.661
C 7.618 2.549 6.710
O 8.171 2.782 7.816
O 8.315 2.575 5.660
H 5.890 1.331 6.464
H 5.720 2.943 5.820
H 5.646 2.634 7.602
C 13.558 0.406 7.724
O 12.775 -0.320 6.783
P 11.183 -0.352 6.887
O 10.483 0.935 6.808
O 10.826 -1.367 5.715
C 9.465 -1.474 5.313
O 10.928 -1.156 8.215
C 11.234 -2.523 8.422
H 14.186 1.177 7.286
H 14.164 -0.332 8.252
H 12.919 0.887 8.471
H 8.800 -0.877 5.942
H 9.128 -2.504 5.250
H 9.341 -1.016 4.329
H 10.379 -3.018 8.890
H 12.070 -2.586 9.117
H 11.416 -3.086 7.507
C 9.693 0.429 10.313
O 10.646 1.262 10.938
P 11.052 2.675 10.318
O 10.725 2.817 8.904
O 10.447 3.749 11.326
C 9.250 3.445 12.039
O 12.603 2.748 10.641
C 13.413 3.572 9.800
H 8.791 0.339 10.926
H 10.094 -0.582 10.224
H 9.363 0.737 9.319
H 8.617 4.331 12.043
H 9.487 3.153 13.061
H 8.640 2.649 11.609
H 14.414 3.687 10.219
H 13.039 4.592 9.716
H 13.517 3.103 8.828
C 9.726 7.168 9.921
O 10.000 7.534 8.561
P 9.601 6.638 7.340
O 10.042 5.232 7.380
O 10.133 7.425 6.074
C 11.542 7.660 5.874
O 8.014 6.830 7.249
C 7.284 5.909 6.458
H 9.532 8.094 10.452
H 10.570 6.597 10.297
H 8.854 6.514 9.987
H 12.101 6.773 6.166
H 11.808 8.579 6.392
H 11.653 7.833 4.806
H 6.715 5.184 7.055
H 7.903 5.241 5.851
H 6.541 6.422 5.849
*
```

Calculated values
Lowest unoccupied orbital energy (alpha / beta) in eV: 0.62 / -0.34
Energy above the lowest of the compared OMol25 structures with the same formula, charge and spin in kJ/mol: 55.1
HOMO energy (alpha / beta) in eV: -8.52 / -8.40
Kohn-Sham gap (alpha / beta) in eV: 9.14 / 8.06
Electronic energy in eV: -119290.279
Expectation value of S²: 0.7516

Record 2
Density functional theory data (ωB97M-V/def2-TZVPD) for a molecular structure, C13H33NiO18S5 at a distorted geometry.

The geometry in ORCA input format:
```
! wB97M-V def2-TZVPD RIJCOSX def2/J DEFGRID3
* xyz 0 4
Ni 1.622 -0.426 1.485
O 0.745 0.357 -0.030
H -0.043 0.494 -0.591
O 3.408 0.743 1.314
S 4.085 1.880 0.741
O 4.974 2.786 1.483
O 4.909 1.364 -0.519
C 5.882 2.107 -1.210
C 5.888 1.806 -2.749
C 2.778 2.784 -0.164
H 6.845 1.798 -0.805
H 5.664 3.164 -1.054
H 4.911 2.070 -3.155
H 6.194 0.785 -2.976
H 6.433 2.552 -3.328
H 3.367 3.423 -0.822
H 2.267 3.539 0.433
H 2.072 2.274 -0.819
O -2.298 -2.013 1.488
S -1.075 -2.597 0.900
O 0.291 -2.066 1.160
O -1.094 -4.275 1.212
C -2.029 -5.081 0.542
C -2.554 -5.981 1.648
C -1.117 -2.536 -0.974
H -1.402 -5.624 -0.165
H -2.754 -4.532 -0.059
H -3.126 -5.484 2.432
H -1.855 -6.736 2.007
H -3.269 -6.610 1.119
H -0.961 -1.503 -1.285
H -2.023 -3.061 -1.277
H -0.236 -3.100 -1.280
O 0.492 0.476 2.907
S -0.260 1.437 3.742
O -0.744 2.708 3.180
O -1.594 0.620 4.367
C -1.435 -0.696 4.956
C -2.617 -0.969 5.931
C 0.735 1.802 5.262
H -0.592 -0.601 5.640
H -1.048 -1.509 4.341
H -2.308 -1.784 6.585
H -3.536 -1.301 5.447
H -2.917 -0.044 6.423
H 0.069 2.278 5.982
H 1.507 2.549 5.081
H 1.173 0.948 5.778
C -5.473 1.735 -1.944
C -4.372 1.969 -2.924
O -3.261 1.434 -2.242
S -3.269 1.477 -0.574
O -2.790 2.773 -0.127
O -2.753 0.215 -0.017
O -4.936 1.439 -0.646
H -5.997 0.900 -2.410
H -6.121 2.609 -1.882
H -4.282 3.002 -3.261
H -4.467 1.418 -3.859
C 1.112 0.607 -3.519
C 0.542 -0.567 -4.295
O 0.891 -0.299 -5.695
S 2.173 0.736 -5.821
O 2.049 1.721 -6.941
O 3.383 -0.088 -5.647
O 1.699 1.487 -4.451
H 1.827 0.285 -2.762
H 0.265 1.037 -2.984
H -0.541 -0.519 -4.182
H 0.894 -1.588 -4.142
*
```

Calculated values
Lowest unoccupied orbital energy (alpha / beta) in eV: 0.13 / 0.10
HOMO energy (alpha / beta) in eV: -3.82 / -8.60
Kohn-Sham gap (alpha / beta) in eV: 3.95 / 8.69
Electronic energy in eV: -146079.713
Expectation value of S²: 3.7535

Record 3
Density functional theory data (ωB97M-V/def2-TZVPD) for a molecular structure, C13H34BaF3N3O12S at a distorted geometry.

The geometry in ORCA input format:
```
! wB97M-V def2-TZVPD RIJCOSX def2/J DEFGRID3
* xyz 0 1
Ba 0.162 -0.052 0.527
N -1.794 0.390 3.643
O -1.532 0.552 4.796
O -1.055 -0.303 2.942
O -2.773 0.957 3.130
C -2.311 -4.509 -0.844
F -2.922 -5.564 -0.490
F -1.016 -4.851 -1.066
F -2.892 -4.041 -1.974
S -2.378 -3.129 0.473
O -1.436 -2.131 0.005
O -3.765 -2.709 0.496
O -2.006 -3.721 1.760
C 3.307 -3.894 0.807
C 2.500 -2.671 0.444
C 1.691 -2.926 -0.812
O 1.097 -1.708 -1.263
C 0.571 -1.715 -2.629
N 1.733 -2.127 1.553
H 3.807 -3.841 1.774
H 4.102 -4.254 0.154
H 2.639 -4.747 0.932
H 3.281 -1.954 0.191
H 0.859 -3.631 -0.796
H 2.342 -3.351 -1.576
H -0.231 -0.983 -2.727
H 0.178 -2.723 -2.766
H 1.311 -1.553 -3.413
H 1.129 -2.888 1.829
H 2.441 -1.978 2.257
C -0.034 3.707 -2.802
C 0.259 2.922 -1.474
C -0.525 3.350 -0.224
O -0.049 2.612 0.927
C -0.496 3.235 2.108
N -0.050 1.478 -1.820
H 0.073 4.789 -2.732
H -1.061 3.475 -3.082
H 0.504 3.244 -3.630
H 1.317 2.882 -1.216
H -1.591 3.189 -0.387
H -0.241 4.397 -0.115
H 0.003 4.192 2.260
H -0.321 2.590 2.970
H -1.578 3.344 2.031
H -0.974 1.522 -2.225
H 0.601 1.074 -2.479
C 3.823 0.884 0.638
C 3.380 1.380 2.035
O 2.027 0.956 2.338
O 2.665 0.810 -0.249
H 4.225 -0.126 0.723
H 4.614 1.498 0.208
H 3.362 2.467 1.951
H 4.157 1.222 2.782
H 1.914 1.121 3.277
H 2.926 0.874 -1.170
C -3.743 0.631 -0.275
C -3.981 1.753 -1.336
O -2.939 1.639 -2.314
O -2.490 0.735 0.405
H -3.838 -0.349 -0.743
H -4.494 0.629 0.516
H -3.924 2.768 -0.942
H -4.965 1.858 -1.792
H -2.961 2.424 -2.866
H -2.637 0.882 1.342
*
```

Calculated values
Lowest unoccupied orbital energy in eV: -0.64
Energy above the lowest of the compared OMol25 structures with the same formula, charge and spin in kJ/mol: 43.2
HOMO energy in eV: -8.35
Kohn-Sham gap in eV: 7.71
Electronic energy in eV: -62752.309

Record 4
Density functional theory data (ωB97M-V/def2-TZVPD) for a molecular structure, C13H34Br3NaO13P2SSi2V at a distorted geometry.

The geometry in ORCA input format:
```
! wB97M-V def2-TZVPD RIJCOSX def2/J DEFGRID3
* xyz 1 1
C 1.226 -2.453 -0.405
C 0.396 -1.742 -1.159
Si -1.135 -0.856 -1.845
C -2.268 -0.012 -0.545
O -2.479 -0.746 0.691
C -1.418 -0.591 1.661
O -1.031 0.770 1.965
C -1.628 1.260 3.197
C -3.239 1.340 3.189
O -3.732 2.634 2.667
O -0.592 0.216 -3.098
Si 0.391 1.520 -2.481
C 2.283 1.279 -2.713
O 2.940 1.666 -1.455
C 2.973 0.532 -0.525
C 4.088 0.747 0.642
C 3.298 0.944 2.044
P -0.273 3.485 -3.324
C -1.641 4.140 -2.144
O 1.076 4.598 -3.233
P -2.377 -2.434 -2.826
O -1.994 -4.018 -2.293
O -4.043 -2.102 -2.440
S -2.183 -2.167 -4.743
H 2.009 -2.921 0.307
H -3.329 0.060 -1.058
H -1.952 1.102 -0.401
H -1.838 -1.030 2.662
H -0.492 -1.262 1.429
H -1.256 0.705 4.152
H -1.250 2.356 3.324
H -3.584 1.169 4.289
H -3.760 0.529 2.562
H -3.632 2.517 1.683
H 0.174 1.658 -1.017
H 2.542 0.197 -3.042
H 2.695 1.975 -3.530
H 3.213 -0.443 -1.087
H 1.964 0.376 0.007
H 4.787 1.635 0.383
H 4.708 -0.231 0.762
H 2.246 1.405 1.929
H 3.902 1.674 2.722
H 3.215 -0.048 2.652
H -1.221 5.004 -1.492
H -2.526 4.572 -2.749
H -2.003 3.283 -1.463
H 1.520 4.364 -2.374
H -1.260 -4.025 -1.626
H -4.150 -2.048 -1.452
Na -4.972 0.367 -0.222
O 4.565 -1.004 3.889
H 4.339 -0.261 4.441
O 1.455 -1.681 4.671
H 0.892 -1.036 4.185
H 1.141 -1.808 5.595
H 2.421 -1.415 4.645
C 2.518 4.637 4.114
Br 2.165 2.863 4.821
Br 4.119 5.414 4.887
Br 2.576 4.643 2.174
H 1.681 5.270 4.410
C -3.025 -5.577 -6.277
O -2.808 -6.738 -6.855
H -2.791 -4.668 -6.867
H -4.057 -5.357 -5.952
H -2.461 -5.364 -5.344
O 1.156 -7.403 -2.893
V 0.961 -6.293 -1.571
O 0.767 -5.174 -0.248
*
```

Calculated values
Lowest unoccupied orbital energy in eV: -7.66
Energy above the lowest of the compared OMol25 structures with the same formula, charge and spin in kJ/mol: 255.4
HOMO energy in eV: -9.10
Kohn-Sham gap in eV: 1.45
Electronic energy in eV: -326025.034